A molecular structure, C4H9NO3 in a non-equilibrium geometry, computed with the ωB97M-V functional and the def2-TZVPD basis.

Results
E = -11921.235 eV
E_HOMO = -8.0 eV
Total charge = 0
ΔE to the lowest compared entry with this formula, charge and spin = 6.3061 eV

Positions of all 17 atoms, in Å:
O -1.778 -1.020 -1.179
O 0.877 -2.377 0.481
O -1.135 0.960 -0.225
N 0.578 -0.983 0.331
C 0.604 -0.571 -1.095
C -0.132 -0.387 1.780
C -0.379 2.136 -0.511
C -0.848 -0.281 -0.829
H -0.541 0.600 1.982
H -0.918 3.013 -0.145
H 1.468 -2.593 -0.277
H 0.584 2.104 0.006
H 0.681 -1.420 -1.777
H 0.726 -0.458 2.446
H 1.336 0.185 -1.370
H -0.886 -1.146 1.972
H -0.237 2.239 -1.590

These are the Löwdin partial charges, in e, on atoms 1 to 2: 0.063 -0.047